Record 1
ORCA calculation (ωB97M-V/def2-TZVPD) on a molecular structure, C15H36NO2P2PtSi.

The geometry in XYZ format:
```
58
C15H36NO2P2PtSi (ωB97M-V/def2-TZVPD)
C 1.977 2.482 -2.941
C 1.306 1.995 -1.819
N 1.118 0.663 -1.672
C 1.576 -0.213 -2.586
C 2.267 0.232 -3.711
C 2.470 1.596 -3.894
C 0.760 2.934 -0.776
P 0.532 2.040 0.800
Pt -0.001 -0.098 0.099
P -0.065 -1.955 -1.229
C 1.361 -1.693 -2.355
O -1.821 3.987 -1.304
O -3.182 2.076 0.094
H 2.128 3.558 -3.019
H 2.627 -0.506 -4.425
H 3.019 1.964 -4.759
C 2.125 2.143 1.625
C -0.587 3.054 1.779
H 1.177 -2.223 -3.301
H 2.241 -2.158 -1.879
H -0.235 3.366 -1.092
H 1.454 3.773 -0.617
C 0.190 -3.571 -0.477
C -1.487 -2.101 -2.335
H -2.645 1.280 -0.152
H -3.725 1.800 0.857
H -2.403 3.311 -0.870
H -2.127 4.050 -2.222
H 1.276 -0.783 0.872
H -1.432 0.356 -0.614
H 2.382 3.199 1.776
H 2.032 1.631 2.591
H 2.886 1.649 1.012
H -0.162 4.064 1.863
H -1.582 3.102 1.314
H -0.669 2.609 2.777
H -1.340 -2.954 -3.010
H -2.395 -2.249 -1.737
H -1.585 -1.177 -2.919
H 0.218 -4.340 -1.262
H 1.145 -3.571 0.065
H -0.629 -3.793 0.219
C -2.734 -3.032 1.773
Si -1.497 -1.989 2.730
C -2.259 -1.568 4.401
C 0.087 -2.950 3.021
C -1.149 -0.325 1.861
H -2.863 -3.993 2.291
H -2.439 -3.238 0.738
H -3.713 -2.532 1.767
H -2.459 -2.481 4.973
H -1.585 -0.939 4.994
H -3.207 -1.032 4.276
H 0.567 -3.264 2.089
H 0.797 -2.342 3.598
H -0.139 -3.848 3.614
H -2.129 0.101 1.581
H -0.715 0.365 2.609
```

## Properties
Kohn-Sham gap (spin up / spin down) = 5.668 / 5.522 eV
F_max = 0.0810 hartree/bohr
E_LUMO (spin up / spin down) = -2.309 / -6.413 eV
charge = +1
HOMO (spin up / spin down) = -7.98 / -11.94 eV
2S+1 = 5


Record 2
ORCA calculation (ωB97M-V/def2-TZVPD) on a molecular structure, C15H37CsO13P4.

The geometry in XYZ format:
```
70
C15H37CsO13P4 (ωB97M-V/def2-TZVPD)
Cs -0.914 1.679 -1.749
C -0.305 0.650 -7.474
C -0.890 0.983 -6.109
O -2.308 0.866 -6.176
P -0.491 2.706 -5.623
O -0.863 3.631 -6.872
O 1.085 2.794 -5.650
O -1.165 3.123 -4.375
P -0.242 -0.092 -4.739
O 0.227 -1.480 -5.423
O 0.976 0.595 -4.167
O -1.416 -0.378 -3.862
H -0.724 1.317 -8.228
H -0.559 -0.378 -7.730
H 0.779 0.764 -7.480
H -2.584 0.503 -5.318
H -1.729 4.032 -6.739
H 1.391 2.054 -5.061
H 1.157 -1.428 -5.672
C -0.821 2.913 5.001
C -0.719 2.649 3.516
C 0.414 3.385 2.838
O -0.473 1.218 3.352
P -1.262 0.358 2.298
O -1.900 1.086 1.186
C -0.029 -0.864 1.819
P 1.492 -0.170 1.124
O 1.200 0.943 0.210
O 2.386 0.290 2.331
C 3.327 -0.429 3.170
C 4.635 -0.639 2.434
C 2.738 -1.708 3.729
O 2.289 -1.401 0.536
C 1.943 -2.244 -0.609
C 1.439 -3.571 -0.078
C 0.988 -1.584 -1.580
O -2.294 -0.464 3.186
C -3.596 -0.858 2.669
C -3.442 -1.990 1.672
C -4.424 -1.245 3.873
H -1.007 3.973 5.178
H 0.111 2.639 5.497
H -1.634 2.338 5.444
H -1.663 2.883 3.021
H 1.363 3.134 3.314
H 0.257 4.463 2.912
H 0.475 3.105 1.787
H -0.500 -1.492 1.059
H 0.198 -1.497 2.677
H 3.488 0.272 3.990
H 4.522 -1.369 1.635
H 5.390 -1.000 3.135
H 4.983 0.300 2.006
H 2.536 -2.429 2.935
H 1.820 -1.507 4.283
H 3.453 -2.159 4.418
H 2.903 -2.395 -1.103
H 0.469 -3.459 0.411
H 2.144 -3.997 0.636
H 1.317 -4.272 -0.904
H 0.013 -1.394 -1.125
H 0.817 -2.252 -2.425
H 1.388 -0.651 -1.970
H -4.025 0.013 2.173
H -2.922 -2.833 2.133
H -2.892 -1.666 0.787
H -4.424 -2.331 1.343
H -3.979 -2.103 4.379
H -5.434 -1.512 3.561
H -4.485 -0.418 4.580
```

## Properties
Kohn-Sham gap = 9.231 eV
F_max = 0.0028 hartree/bohr
E_LUMO = 0.200 eV
HOMO = -9.03 eV
2S+1 = 1


Record 3
ORCA calculation (ωB97M-V/def2-TZVPD) on a molecular structure, C15H38Cl2O3P2Y.

The geometry in XYZ format:
```
61
C15H38Cl2O3P2Y (ωB97M-V/def2-TZVPD)
Y -1.331 0.495 0.516
Cl 1.008 1.133 1.218
Cl -2.145 0.335 -1.867
H -1.184 1.919 2.542
H -0.997 -1.302 1.223
P 2.296 -0.479 -2.146
C 3.351 -1.685 -1.252
C 1.823 -0.994 -3.875
C 2.962 1.216 -1.934
C 2.521 -2.728 -0.459
H 3.910 -1.082 -0.522
C 4.293 -2.301 -2.274
H 3.734 -2.889 -3.017
H 4.981 -2.996 -1.783
H 4.914 -1.549 -2.781
H 1.748 -2.249 0.164
H 3.182 -3.311 0.199
H 2.033 -3.423 -1.161
H 3.291 1.263 -0.888
C 1.907 2.332 -2.126
C 4.188 1.351 -2.845
H 5.022 0.718 -2.515
H 4.567 2.380 -2.810
H 3.939 1.145 -3.900
H 0.880 1.981 -1.941
H 1.963 2.766 -3.137
H 2.100 3.150 -1.416
C 0.996 -2.290 -3.813
H 2.760 -1.194 -4.414
C 1.065 0.134 -4.594
H 1.592 -3.132 -3.433
H 0.660 -2.579 -4.819
H 0.112 -2.144 -3.170
H 0.164 0.406 -4.016
H 0.752 -0.195 -5.595
H 1.699 1.022 -4.754
C -4.740 2.658 1.032
C -3.822 3.311 2.023
O -3.567 2.382 3.209
P -2.389 1.348 3.145
O -2.862 0.175 2.045
C -3.733 -1.057 2.384
C -4.712 -0.646 3.439
O -2.090 0.529 4.448
C -1.125 -0.671 4.368
C 0.034 -0.391 5.287
H -4.290 1.812 0.496
H -5.026 3.393 0.273
H -5.661 2.306 1.508
H -2.848 3.556 1.577
H -4.277 4.223 2.424
H -4.186 -1.260 1.412
H -3.061 -1.877 2.657
H -5.317 0.202 3.100
H -5.399 -1.465 3.659
H -4.227 -0.395 4.388
H -1.718 -1.550 4.657
H -0.777 -0.787 3.329
H -0.280 0.010 6.264
H 0.574 -1.335 5.451
H 0.744 0.308 4.816
```

## Properties
Kohn-Sham gap (spin up / spin down) = 3.858 / 3.402 eV
F_max = 0.0856 hartree/bohr
E_LUMO (spin up / spin down) = 2.951 / 2.947 eV
charge = -1
HOMO (spin up / spin down) = -0.91 / -0.46 eV
2S+1 = 1


Record 4
ORCA calculation (ωB97M-V/def2-TZVPD) on 6 unconnected molecules or ions with the total composition C15H38Cl4O4S4.

The geometry in XYZ format:
```
65
C15H38Cl4O4S4 (ωB97M-V/def2-TZVPD)
C 3.020 -0.188 2.250
S 2.811 1.092 0.939
O 1.420 1.714 1.329
C 4.089 2.334 1.585
H 2.661 0.023 3.258
H 4.101 -0.292 2.346
H 2.562 -1.102 1.872
H 4.318 3.124 0.870
H 5.058 1.839 1.638
H 3.886 2.825 2.537
C -1.036 3.133 7.384
S 0.236 3.310 6.091
O 1.011 2.021 5.897
C -0.861 3.488 4.601
H -0.656 3.468 8.349
H -1.369 2.109 7.555
H -1.995 3.575 7.116
H -0.441 3.434 3.596
H -1.435 4.407 4.722
H -1.549 2.643 4.584
C -0.612 -0.472 0.335
S -2.092 -0.758 1.399
O -2.104 -2.260 1.949
C -1.447 0.159 2.907
H -0.520 0.567 0.019
H -0.691 -1.071 -0.572
H 0.227 -0.791 0.954
H -0.517 -0.288 3.259
H -2.215 0.224 3.677
H -1.122 1.175 2.681
C -4.747 -4.040 1.633
S -5.325 -5.132 3.048
O -6.643 -5.703 2.600
C -4.178 -6.532 2.837
H -4.962 -4.467 0.653
H -3.660 -4.052 1.713
H -4.925 -2.967 1.696
H -4.292 -7.345 3.553
H -3.147 -6.209 2.981
H -4.341 -6.938 1.838
C -0.020 -5.229 0.159
Cl -0.155 -4.805 1.819
Cl 0.499 -3.732 -0.701
Cl 1.249 -6.539 0.007
Cl -1.612 -5.746 -0.407
C 3.216 2.159 -8.412
C 2.062 1.852 -7.420
C 2.224 2.829 -6.266
C 1.167 2.725 -5.158
C 0.791 1.317 -4.758
C 0.005 1.255 -3.433
H 3.239 1.460 -9.248
H 4.184 2.028 -7.927
H 3.166 3.120 -8.924
H 1.090 2.093 -7.851
H 2.078 0.787 -7.188
H 2.316 3.851 -6.633
H 3.183 2.717 -5.760
H 1.556 3.372 -4.371
H 0.268 3.181 -5.572
H 0.024 0.977 -5.454
H 1.665 0.666 -4.757
H 0.411 1.695 -2.522
H -0.935 1.683 -3.782
H -0.185 0.229 -3.120
```

## Properties
Kohn-Sham gap (spin up / spin down) = 2.109 / 7.954 eV
F_max = 0.0871 hartree/bohr
E_LUMO (spin up / spin down) = 1.851 / 1.845 eV
charge = -1
HOMO (spin up / spin down) = -0.26 / -6.11 eV
2S+1 = 2


Record 5
ORCA calculation (ωB97M-V/def2-TZVPD) on 3 unconnected molecules or ions with the total composition C15H38NO4P2.

The geometry in XYZ format:
```
60
C15H38NO4P2 (ωB97M-V/def2-TZVPD)
C 6.581 0.694 -1.043
C 5.952 1.091 -2.541
O 6.732 0.772 -3.586
N 4.596 1.817 -2.671
C 4.743 3.024 -1.771
P 3.391 0.645 -2.079
P 1.705 1.505 -0.999
O 1.154 0.338 -0.033
O 0.399 1.823 -2.128
O 2.091 2.845 0.041
H 7.650 1.184 -0.872
H 6.723 -0.479 -0.952
H 5.867 1.020 -0.171
H 5.808 3.518 -1.919
H 4.613 2.770 -0.634
H 3.921 3.802 -2.072
H 2.826 0.008 -3.277
H 4.057 -0.452 -1.364
H -0.117 0.943 -2.139
H 2.807 2.629 0.707
C -1.688 3.182 0.556
C -2.819 2.252 0.972
C -3.383 1.433 -0.190
C -4.023 2.252 -1.317
C -5.170 3.171 -0.887
C -6.358 2.416 -0.311
H -2.024 3.928 -0.170
H -1.302 3.719 1.428
H -0.862 2.616 0.114
H -3.612 2.833 1.455
H -2.437 1.561 1.733
H -4.117 0.720 0.206
H -2.578 0.823 -0.621
H -4.393 1.557 -2.082
H -3.254 2.857 -1.811
H -5.508 3.737 -1.763
H -4.816 3.911 -0.161
H -6.755 1.703 -1.039
H -7.158 3.116 -0.051
H -6.088 1.869 0.597
C -1.589 -2.037 1.148
C -0.516 -2.478 2.133
C 0.681 -3.151 1.459
C 0.364 -4.449 0.708
C -0.285 -5.550 1.552
C 0.602 -6.034 2.688
H -2.017 -2.886 0.609
H -2.405 -1.536 1.679
H -1.179 -1.333 0.416
H -0.958 -3.142 2.884
H -0.159 -1.595 2.677
H 1.449 -3.346 2.218
H 1.135 -2.445 0.751
H 1.297 -4.836 0.277
H -0.289 -4.228 -0.144
H -0.509 -6.401 0.898
H -1.245 -5.210 1.952
H 1.550 -6.422 2.304
H 0.104 -6.840 3.236
H 0.819 -5.234 3.401
```

## Properties
Kohn-Sham gap = 7.064 eV
F_max = 0.1810 hartree/bohr
E_LUMO = -5.654 eV
charge = +1
HOMO = -12.72 eV
2S+1 = 1


Record 6
ORCA calculation (ωB97M-V/def2-TZVPD) on a molecular structure, C15H38NO9Tl2.

The geometry in XYZ format:
```
65
C15H38NO9Tl2 (ωB97M-V/def2-TZVPD)
Tl 0.038 1.748 2.416
Tl 2.560 2.345 -0.353
C -2.535 -1.533 0.208
C -1.703 -0.440 -0.505
C -2.068 -0.475 -2.042
C -3.384 0.114 -2.474
C -3.539 1.513 -1.928
C -3.339 1.558 -0.387
N -2.037 0.915 -0.033
O -1.150 1.519 0.857
C -4.501 0.938 0.304
C -3.302 3.130 -0.101
C -0.200 -0.869 -0.526
H -2.654 -1.345 1.275
H -1.958 -2.448 0.345
H -3.480 -1.668 -0.318
H -2.155 -1.505 -2.389
H -1.364 0.011 -2.718
H -4.277 -0.444 -2.192
H -3.415 0.085 -3.563
H -4.555 1.774 -2.225
H -2.818 2.161 -2.425
H -4.419 0.807 1.383
H -4.685 -0.100 0.027
H -5.471 1.343 0.013
H -3.304 3.346 0.967
H -4.267 3.515 -0.433
H -2.429 3.681 -0.450
H 0.081 -1.037 0.514
H 0.369 0.017 -0.808
H 0.078 -1.653 -1.230
O 1.278 3.114 1.328
H 0.761 3.729 0.773
O 1.275 1.049 0.822
H 1.269 0.246 0.265
C 0.821 -1.128 2.565
C -0.647 -1.363 2.376
O -1.395 -0.239 1.944
O 1.147 -0.059 3.558
H 1.361 -0.935 1.637
H 1.355 -2.035 2.849
H -1.062 -1.691 3.329
H -0.786 -2.165 1.652
H -2.294 -0.559 1.847
H 1.382 -0.425 4.414
C 2.281 -2.203 -0.973
C 2.103 -1.704 0.518
O 3.255 -1.528 1.162
O 2.895 -1.291 -1.849
H 1.261 -2.445 -1.272
H 2.812 -3.155 -0.951
H 1.451 -2.457 0.959
H 1.542 -0.769 0.509
H 3.997 -2.127 1.058
H 3.478 -1.819 -2.399
C 5.005 0.756 -1.263
C 4.637 -0.031 0.025
O 3.268 0.211 0.240
O 4.672 2.070 -1.310
H 4.536 0.210 -2.082
H 6.032 0.716 -1.625
H 5.299 0.361 0.798
H 4.924 -1.080 -0.045
H 2.934 -0.671 0.060
H 5.038 2.413 -2.129
```

## Properties
Kohn-Sham gap = 4.164 eV
F_max = 0.2598 hartree/bohr
E_LUMO = -12.935 eV
charge = +3
HOMO = -17.10 eV
2S+1 = 1